Record 1
ORCA calculation (wB97M-V/def2-TZVPD) on a structure of composition C35H34FIrN3OP2.

Values from the calculation:
LUMO (spin up / spin down): -8.182 / -7.849 eV
Gap between HOMO and LUMO (spin up / spin down): 5.7 / 6.0 eV
Spin multiplicity: 2
Energy relative to the best compared isomer or geometry (same formula, charge and spin): 87.9 kcal/mol
F_max: 0.055 Eh/bohr
Net charge: +2
<S²>: 0.7765

Geometry as XYZ:
```
77
Properties=species:S:1:pos:R:3:forces:R:3:mulliken_charge:R:1
Ir -0.224102 -0.163418 0.318240 0.1617 -0.4689 -1.2907 1.63
P 0.713874 0.238512 2.471018 0.7321 2.0820 -0.1981 0.65
P 2.787662 0.111408 0.625875 -1.3560 -1.7687 0.2431 0.10
F -0.237872 5.723071 -1.176289 0.0010 0.0605 0.0564 -0.36
O -2.171579 -0.481228 -0.077270 2.6547 0.9955 -0.1776 -0.49
N 2.383791 0.405133 2.250759 -0.6302 0.2308 -0.3383 0.73
N -0.036943 -2.304334 -0.260202 -0.1615 0.5367 0.9660 0.44
N -0.185941 -2.760080 -1.510275 -0.1927 0.2306 -0.1780 -0.29
C 2.833851 -1.709176 0.532814 0.6076 0.1813 0.0272 0.78
C 0.059606 1.925408 2.617346 -0.5363 -0.5058 -0.1713 0.54
C -1.367545 3.705367 -0.825817 0.1463 0.2279 -0.2576 -0.58
C -0.578379 -4.475506 -0.208552 -0.0277 0.0321 -0.0283 -1.15
C 6.850780 -0.012896 0.675760 0.0177 -0.0460 0.0799 -0.81
C 3.086496 -4.453874 0.227193 -0.0028 -0.0231 0.0587 -0.73
C -0.195253 4.402231 -1.056158 -0.1150 -0.1889 0.0271 0.20
C -0.283738 -3.337488 0.542049 0.0370 -0.1380 -0.1363 -0.20
C 3.026497 -3.898309 1.497086 -0.0662 -0.1321 0.0664 -0.93
C 4.875920 1.562686 -0.475071 -0.0393 0.0830 0.0747 -0.06
C -1.301819 2.331764 -0.675569 -0.2298 -0.1995 0.1148 -0.48
C -0.505006 -4.062733 -1.521733 -0.0063 -0.1034 0.2013 -0.29
C 2.898829 -2.525580 1.657219 0.0501 0.0653 -0.1890 -0.27
C 3.031114 -3.636415 -0.894265 -0.0472 0.0796 -0.0787 -0.72
C 0.570259 -1.848635 4.314827 0.0205 -0.0064 0.0002 -0.13
C -1.318651 2.007122 2.850951 0.1633 0.0783 0.1471 -0.41
C 1.079763 2.388638 -1.032800 0.2607 -0.0415 0.0214 -0.57
C 0.448212 -0.151937 6.509500 0.0809 -0.0338 0.0418 -0.79
C 0.567545 -0.464085 4.132816 -0.6879 -0.6896 -0.6603 1.04
C 4.534198 0.537585 0.403734 -0.4011 0.3692 -0.4643 0.53
C -1.205429 4.390118 2.617755 0.0285 0.0003 0.0407 -0.63
C 7.192899 1.005511 -0.206541 -0.0656 0.0592 -0.0425 -0.55
C 2.898768 -2.265449 -0.742960 0.1023 -0.0676 0.1805 -1.12
C -3.327666 -0.996813 0.491495 -0.7028 -0.2174 0.6631 -0.80
C 0.507547 -1.527181 6.691607 -0.0592 0.0680 -0.0190 -0.67
C 3.247864 1.061499 3.239424 0.3039 -0.5008 0.3664 -1.27
C 0.159180 4.307215 2.376886 0.0096 0.0378 0.0382 -0.72
C 0.468660 0.385792 5.233927 -0.0562 0.1924 -0.1284 -0.70
C -0.070703 1.664799 -0.703463 -0.5876 -0.3676 1.2382 0.18
C 6.208336 1.798126 -0.777452 0.0326 0.0033 -0.0345 -0.77
C 5.523938 -0.261721 0.977403 -0.0528 0.0078 0.0841 -0.37
C -1.946687 3.239022 2.850938 -0.0976 -0.0613 -0.0108 -0.81
C 0.794824 3.075001 2.352696 0.0652 -0.0398 0.0329 -0.48
C 0.545320 -2.376012 5.593715 0.0430 -0.0723 -0.0165 -0.93
C 1.029081 3.759874 -1.182317 -0.1287 -0.0706 -0.2840 -0.60
H 0.399517 1.456975 5.096529 0.0146 -0.0047 0.0370 0.47
H -2.221696 1.777214 -0.539788 0.0851 0.0175 0.1729 0.45
H 0.549860 -3.447663 5.737102 0.0108 -0.0114 -0.0040 0.48
H -3.863749 -1.592253 -0.257885 0.2026 0.0088 0.0451 0.29
H -3.013299 3.297875 3.019979 -0.0008 0.0367 0.0528 0.46
H 0.731377 5.209274 2.206685 0.0099 0.0072 -0.0341 0.49
H 2.018947 1.884140 -1.182788 0.0191 0.0207 0.1007 0.83
H 0.502898 -1.937543 7.691871 -0.0313 -0.0125 0.0108 0.43
H 1.911706 4.341399 -1.410807 0.0256 -0.0232 -0.0502 0.54
H 3.883606 0.331071 3.744390 -0.0264 0.0513 0.0315 0.17
H 3.895412 1.787182 2.748316 -0.0823 0.0187 -0.0476 0.49
H 6.473257 2.584412 -1.470634 0.0141 0.0137 0.0126 0.46
H -1.885487 1.103051 3.049954 -0.0743 0.0355 -0.0196 0.50
H 0.586385 -2.512786 3.460094 0.0842 -0.0166 0.0195 0.14
H -4.002452 -0.192460 0.811873 0.1360 -0.0381 0.0107 0.30
H 4.100609 2.172707 -0.922739 0.0889 0.0174 -0.0348 0.33
H -0.650792 -4.605650 -2.439661 0.0322 0.0497 -0.0612 0.52
H -0.067870 -2.147543 -2.300732 0.0046 0.0240 0.0045 0.14
H -0.816852 -5.456711 0.159426 0.0136 -0.0361 -0.0286 0.47
H -3.129079 -1.638124 1.359661 0.0466 -0.0191 -0.1382 0.30
H 7.622245 -0.628321 1.118357 0.0044 0.0063 0.0061 0.43
H 3.180126 -5.525181 0.111629 0.0413 -0.0050 -0.0057 0.45
H 5.258966 -1.069289 1.647908 0.0367 -0.0465 -0.0483 0.42
H 1.854134 3.022537 2.137816 -0.0033 -0.0086 -0.0221 0.24
H 3.095920 -4.067037 -1.884945 0.0005 -0.0204 -0.0028 0.52
H 2.873136 -2.097126 2.651062 0.0390 0.0313 0.0364 0.70
H 2.851290 -1.616067 -1.611410 0.0488 -0.0414 -0.0740 0.41
H -2.308307 4.236005 -0.779727 -0.0257 -0.0140 -0.0260 0.53
H 2.646571 1.570926 3.988575 -0.0044 0.0413 -0.0303 0.53
H 3.092806 -4.536110 2.369715 -0.0101 -0.0125 -0.0129 0.48
H -0.241271 -3.228680 1.611695 0.0071 0.0346 -0.0082 0.53
H -1.690654 5.356861 2.621482 -0.0127 0.0051 0.0096 0.44
H 8.231014 1.174895 -0.457403 0.0142 0.0046 0.0212 0.43
H 0.379127 0.507807 7.363100 0.0234 0.0076 0.0116 0.45
```
Positions in Å, forces in eV/Å.

Record 2
ORCA calculation (wB97M-V/def2-TZVPD) on a structure of composition C12H10Cl2N2O6PtSe4.

Values from the calculation:
LUMO (spin up / spin down): -2.035 / -2.037 eV
Gap between HOMO and LUMO (spin up / spin down): 5.9 / 5.9 eV
Energy relative to the best compared isomer or geometry (same formula, charge and spin): 0.0 kcal/mol
F_max: 0.007 Eh/bohr
Net charge: 0

Geometry as XYZ:
```
37
Properties=species:S:1:pos:R:3:forces:R:3:mulliken_charge:R:1
Pt -2.340417 -0.704926 -0.589241 -0.0072 -0.0698 0.1663 1.14
Se -1.932056 -2.010977 -3.989837 -0.0314 -0.0610 0.0522 -0.15
Se -3.536197 -3.409868 -2.875953 0.0571 0.0407 -0.0488 -0.11
Se -4.346249 -1.937090 -1.325684 0.0268 0.0801 0.0242 -0.12
Se -2.204924 -0.031235 -2.930873 0.0604 -0.0345 -0.0657 -0.09
Cl -3.868860 1.129752 -0.013640 0.1207 0.0462 0.0826 -0.06
Cl -2.653437 3.144381 -1.782722 -0.0295 0.0319 0.0334 -0.06
O -2.296807 -1.998842 1.363413 0.0379 0.0440 -0.0484 -0.73
O 0.670449 -2.270037 -1.893809 -0.0709 -0.1027 0.1222 -0.58
O 5.329709 3.022034 2.362824 0.0094 -0.0328 -0.0547 -0.63
O -0.787146 0.587788 -0.066231 -0.1206 0.0158 -0.0404 -0.94
O 0.544501 -0.802074 1.102943 -0.0287 0.0888 0.0252 -0.65
O 4.660825 1.059374 2.936303 0.0158 -0.0066 -0.0498 -0.61
N -1.191436 -2.299011 -0.517455 -0.1736 -0.1009 -0.0933 0.54
N 4.546727 2.093898 2.312071 -0.0194 0.0545 0.1607 1.05
C 3.361026 2.246710 1.448348 -0.0157 -0.0117 -0.0601 -0.12
C -1.397519 -2.620247 0.774369 -0.1209 0.0009 0.0622 0.49
C 2.426050 1.231263 1.419854 0.0162 0.0265 -0.0239 -0.27
C 1.309597 1.385045 0.609918 0.0156 -0.0061 0.0513 0.18
C 0.570409 -3.711095 0.085391 0.0059 -0.0112 0.0040 -0.49
C 3.232959 3.401973 0.695706 -0.0115 -0.0269 0.0107 -0.49
C 1.158633 2.535281 -0.154429 -0.0276 0.0104 -0.0073 -0.44
C 0.083820 -2.687348 -0.936532 0.2474 0.1790 -0.2253 0.10
C -0.426111 -3.646621 1.254457 0.0339 0.0366 0.0144 -0.58
C -4.113151 2.276177 -1.378785 -0.0676 -0.0777 -0.0212 -0.43
C 2.117798 3.537162 -0.114816 0.0097 0.0117 0.0039 -0.57
C 0.296443 0.270796 0.571598 0.0313 -0.1247 -0.0406 0.81
H 2.554745 0.336089 2.008978 0.0012 0.0000 -0.0020 0.62
H -4.447311 1.680987 -2.222421 0.0292 0.0000 -0.0093 0.30
H 0.617799 -4.687416 -0.395150 -0.0125 -0.0130 0.0112 0.37
H 1.578030 -3.422756 0.376694 -0.0129 0.0008 -0.0018 0.28
H -0.942796 -4.586188 1.449936 0.0017 -0.0037 -0.0168 0.36
H 3.995227 4.164142 0.752476 0.0039 0.0013 0.0005 0.49
H -4.872590 2.960151 -1.019008 0.0004 0.0204 -0.0271 0.37
H 0.283665 2.629524 -0.782844 0.0133 0.0003 0.0069 0.33
H 1.998663 4.427285 -0.717566 0.0009 0.0009 0.0007 0.41
H 0.019938 -3.294072 2.181727 0.0113 -0.0077 0.0041 0.27
```
Positions in Å, forces in eV/Å.

Record 3
ORCA calculation (wB97M-V/def2-TZVPD) on a cluster of 2 separate species, C2H2F3NO2 in total.

Values from the calculation:
SMILES: OC(F)(F)F.N=C=O
LUMO: 0.432 eV
Gap between HOMO and LUMO: 11.9 eV
Energy relative to the best compared isomer or geometry (same formula, charge and spin): 0.0 kcal/mol
F_max: 0.043 Eh/bohr
Net charge: 0

Geometry as XYZ:
```
10
Properties=species:S:1:pos:R:3:forces:R:3:mulliken_charge:R:1
F 0.647826 4.493409 -1.201471 -0.2439 -0.3121 -0.8476 -0.22
F -0.307204 3.397825 0.362790 -0.0935 0.0097 -0.2183 -0.26
F 0.938063 2.332059 -1.006152 0.8766 0.0011 -0.3068 -0.23
O -0.986773 3.064282 -1.725731 -0.0270 1.5921 -1.0034 -0.47
O -0.475262 -0.146766 -0.447165 -0.4179 -0.5716 -0.5873 -0.39
N 0.962352 -1.367989 0.932092 0.0503 0.2566 0.0848 -0.41
C 0.060921 3.333207 -0.957408 -0.2514 -0.4883 2.1182 0.84
C 0.189764 -0.901738 0.139277 -0.1476 1.7706 0.3141 0.53
H -1.338395 2.210642 -1.502959 -0.1772 -0.8426 0.2861 0.35
H 1.221669 -2.305355 1.013956 0.4316 -1.4155 0.1602 0.27
```
Positions in Å, forces in eV/Å.